1.
The following is a quantum chemistry calculation of a cluster of 10 separate species, C4H28NO9 in total at a distorted geometry, from the Open Molecules 2025 dataset.

The LUMO energy comes out at -0.0954 Eh. The calculation puts the HOMO-LUMO gap at 10.530 eV. The HOMO energy comes out at -13.13 eV. For the largest force on an atom, the calculation gives 0.050 hartree/bohr. Its charge is +1. For the molar mass, the calculation gives 234.27 g/mol. The value obtained for the energy relative to the best compared isomer or geometry (same formula, charge and spin) is 1.423 eV.

```
42
C4H28NO9 | the Open Molecules 2025 dataset | ωB97M-V/def2-TZVPD
C 0.93 -2.42 2.29
C 0.16 -1.58 3.32
C -0.84 -0.62 2.67
C -0.56 0.11 1.60
N -1.50 0.96 0.92
H 1.90 -1.99 2.01
H 0.19 -2.66 1.45
H 1.16 -3.37 2.79
H 0.88 -0.91 3.85
H -0.32 -2.20 4.11
H -1.75 -0.44 3.24
H 0.33 -0.12 1.03
H -2.42 0.51 0.74
H -1.42 1.92 1.42
H -1.25 1.11 -0.03
H 1.30 -2.90 -0.39
H 0.90 -2.09 -1.61
O 0.70 -2.88 -1.13
H 3.75 -0.14 -0.69
H 2.23 -0.24 -1.07
O 2.86 -0.30 -0.30
H -3.18 -1.16 -1.08
H -4.50 -0.25 -0.44
O -3.62 -0.31 -0.77
H -2.09 1.33 -1.81
H -1.87 -0.15 -1.85
O -1.42 0.70 -1.99
H 3.26 2.71 0.46
H 2.51 1.37 0.13
O 2.44 2.31 0.15
H 1.10 2.89 -3.09
H 1.39 1.90 -1.76
O 0.81 2.50 -2.28
H -0.68 -2.25 -0.65
H -2.04 -2.94 -0.47
O -1.61 -2.11 -0.26
H -0.26 3.76 -0.06
H 0.79 2.93 0.43
O -0.13 3.22 0.73
H 0.38 0.45 -2.29
H 1.51 0.14 -3.31
O 1.17 -0.11 -2.44
```

Mulliken population analysis, charges in e, atoms 1 to 5: number 1, C, carries -0.676; number 2, C, carries -0.678; number 3, C, carries -0.374; number 4, C, carries -0.221; number 5, N, carries 0.195



2.
The following is a quantum chemistry calculation of a cluster of 10 separate species, C4H29NO10 in total at a distorted geometry, from the Open Molecules 2025 dataset.

The structure (SMILES) is COC[C@H](C)N.O.O.O.O.O.O.O.O.O. The LUMO energy comes out at -0.0019 Eh. The calculation puts the HOMO-LUMO gap at 8.412 eV. The HOMO energy comes out at -8.46 eV. For the largest force on an atom, the calculation gives 0.030 hartree/bohr. For the molar mass, the calculation gives 251.27 g/mol. The value obtained for the energy relative to the best compared isomer or geometry (same formula, charge and spin) is 1.550 eV.

```
44
C4H29NO10 | the Open Molecules 2025 dataset | ωB97M-V/def2-TZVPD
C -3.79 -1.96 -0.15
C -2.43 -1.36 -0.53
C -1.41 -2.39 -0.96
O -1.99 -3.25 -1.94
C -1.05 -4.14 -2.47
N -2.62 -0.30 -1.53
H -3.59 -2.75 0.58
H -4.30 -2.40 -1.01
H -4.51 -1.22 0.20
H -2.00 -0.95 0.40
H -0.98 -2.99 -0.15
H -0.57 -1.90 -1.47
H -0.20 -3.60 -2.89
H -1.50 -4.73 -3.26
H -0.69 -4.84 -1.70
H -3.28 0.35 -1.12
H -1.74 0.21 -1.65
O 4.13 0.42 0.62
H 4.42 0.50 1.53
H 3.93 -0.52 0.50
O 3.36 2.91 -0.54
H 3.90 3.25 -1.26
H 3.74 2.04 -0.34
O 1.51 -2.55 1.90
H 0.91 -1.80 1.76
H 1.18 -2.97 2.70
O 1.20 0.84 0.58
H 2.12 0.83 0.88
H 0.70 0.63 1.38
O 1.77 3.46 1.88
H 2.28 3.05 1.16
H 1.90 4.41 1.76
O 0.87 3.87 -1.47
H 1.31 4.70 -1.67
H 1.58 3.28 -1.15
O 0.03 1.13 -2.06
H 0.33 1.04 -1.13
H 0.18 2.07 -2.26
O -0.24 -0.21 2.71
H -0.53 -0.68 3.49
H -0.81 0.58 2.66
O -1.06 2.55 2.39
H -0.25 2.72 1.88
H -1.78 2.68 1.76
```

Mulliken population analysis, charges in e, atoms 1 to 5: number 1, C, carries -1.486; number 2, C, carries 1.068; number 3, C, carries -0.692; number 4, O, carries -0.355; number 5, C, carries -0.748



Q: Which formula does entry 2 have?
A: C4H29NO10



Q: Number 2 is which compound?
A: C4H29NO10



Q: energy relative to the best compared isomer or geometry (same formula, charge and spin) of number 2 (C4H29NO10)?
A: 1.550 eV